9
Properties=species:S:1:pos:R:3:mulliken_charge:R:1 method="wB97M-V/def2-TZVPD" total_energy_ev=-24842.7318 homo_lumo_gap_ev=7.6 smiles="C#CC=S.S" homo_ev=-9.1
S 3.074 0.393 -0.043 -0.2128
H -4.172 -0.751 0.438 0.3914
C -2.289 0.257 -0.441 -0.3393
H 2.694 -0.080 1.086 0.1316
C -3.252 -0.229 0.118 0.3350
S -0.022 1.423 0.036 -0.2035
H 1.931 0.573 -0.607 0.0644
C -1.207 0.855 -1.024 -0.5024
H -1.169 1.114 -2.086 0.3355